{
  "formula": "C2H4FNO2",
  "method": "ωB97M-V/def2-TZVPD",
  "homo_lumo_gap_ev": 10.9,
  "fmax_ha_per_bohr": 0.1482,
  "homo_energy_ev": -10.188,
  "smiles": "O=C1O[C@H]1F.N",
  "relative_energy_ev": 2.813,
  "symbols": ["C", "C", "N", "O", "O", "F", "H", "H", "H", "H"],
  "coordinates": [[-0.290, -1.026, 0.410], [-1.332, -0.241, -0.154], [1.196, 0.608, -0.361], [0.499, -1.983, 0.739], [-1.163, -0.397, 1.234], [-1.248, 0.964, -0.592], [-2.233, -0.785, -0.362], [2.162, 0.396, 0.082], [0.910, 1.345, 0.234], [1.500, 1.120, -1.229]],
  "mulliken_charge": [0.60, 0.17, -0.79, -0.59, -0.35, -0.20, 0.35, 0.26, 0.28, 0.26]
}